C38H39N4O4S | wB97M-V/def2-TZVPD

Its relative energy (zero: lowest compared OMol25 entry of this formula, charge and spin) is 0.0 kcal/mol. Its total energy is -2389.23246 Eh. For the HOMO energy, the calculation gives -0.3340 hartree. The value obtained for the HOMO-LUMO gap is 3.893 eV. The largest force on an atom is 0.0799 Eh/bohr. As for the total charge: +1.

XYZ file:
```
86
Properties=species:S:1:pos:R:3:forces:R:3:lowdin_charge:R:1
C 2.442 -0.146 1.143 0.1 -0.9 -0.4 -0.055
O 2.304 -0.782 -0.157 -0.5 1.7 -0.1 -0.246
C 2.488 -2.129 -0.299 3.4 -1.1 -0.1 -0.333
C 1.387 -3.058 -0.030 -0.5 -0.3 0.2 -0.210
C 1.339 -3.640 1.249 -0.5 0.0 -0.5 -0.039
C 0.348 -4.577 1.545 -0.1 0.1 0.0 -0.070
C -0.594 -4.927 0.569 0.1 0.1 0.1 -0.075
C -0.544 -4.343 -0.702 -0.1 0.1 -0.1 -0.073
C 0.431 -3.394 -1.010 0.3 -0.1 0.9 -0.033
C 3.825 -2.517 -0.463 -2.3 0.3 1.0 -0.393
N 4.328 -3.801 -0.453 0.0 -0.4 -0.6 -0.097
C 3.547 -4.994 -0.743 0.1 -0.2 0.1 -0.004
C 5.695 -3.881 -0.186 0.2 -0.1 0.5 -0.236
C 6.279 -2.617 -0.067 0.8 -0.5 0.2 -0.452
C 7.616 -2.495 0.314 -0.2 -0.1 -0.2 -0.082
C 8.367 -3.651 0.566 -0.2 -0.1 -0.1 -0.086
C 7.779 -4.921 0.447 -0.2 0.5 -0.1 -0.076
C 6.432 -5.044 0.086 0.0 0.3 -0.1 -0.013
S 5.127 -1.334 -0.376 0.0 0.0 -0.1 1.107
H 2.248 0.913 0.963 0.1 -0.1 0.1 0.089
H 1.706 -0.561 1.845 0.2 0.1 -0.1 0.090
H 3.465 -0.299 1.509 -0.3 0.1 0.1 0.067
H 2.085 -3.331 1.985 -0.2 -0.2 -0.2 0.128
H 0.315 -5.022 2.542 -0.1 0.1 -0.4 0.110
H -1.377 -5.653 0.806 0.3 0.2 -0.1 0.109
H -1.265 -4.632 -1.470 0.2 0.1 0.3 0.108
H 0.499 -2.918 -1.988 -0.1 -0.3 0.2 0.102
H 4.241 -5.768 -1.083 -0.2 0.2 0.0 0.087
H 3.029 -5.365 0.149 0.0 0.0 -0.2 0.098
H 2.818 -4.805 -1.539 0.2 0.0 0.2 0.102
H 8.036 -1.495 0.416 0.1 -0.3 0.0 0.110
H 9.413 -3.565 0.863 -0.3 0.0 -0.1 0.106
H 8.370 -5.817 0.647 -0.2 0.3 0.0 0.109
H 5.953 -6.023 0.038 0.2 0.3 0.0 0.105
C -4.524 5.531 -0.328 0.0 0.2 -0.6 0.003
N -3.717 4.488 0.258 0.0 -0.2 0.7 -0.042
C -3.720 4.252 1.601 -0.4 1.1 0.6 -0.369
O -4.316 4.917 2.442 0.9 -1.2 -1.1 0.107
C -2.819 3.039 1.841 0.1 0.6 0.6 -0.157
C -3.617 1.875 2.431 -0.2 -0.6 -0.2 -0.081
C -4.054 2.158 3.850 0.0 -0.1 0.3 -0.239
C -5.391 2.012 4.235 0.2 0.4 0.0 -0.035
C -5.801 2.428 5.505 0.3 -0.1 0.1 -0.064
C -4.863 2.956 6.402 0.1 0.0 -0.3 -0.072
C -3.515 3.047 6.035 0.0 -0.3 -0.1 -0.064
C -3.105 2.606 4.775 -0.5 0.2 0.1 -0.048
N -2.278 2.763 0.507 1.7 -2.0 -0.3 0.059
C -1.376 1.786 0.267 -1.4 1.3 1.0 0.044
C -0.983 1.420 -1.015 0.7 -0.7 -1.8 -0.058
C -0.017 0.488 -1.395 -1.4 1.4 1.0 0.081
C 0.356 0.310 -2.772 0.5 -0.2 -2.1 -0.150
C 1.355 -0.636 -3.173 -0.6 0.6 0.9 0.020
C 1.628 -0.903 -4.499 -0.2 0.3 -1.0 0.044
C 0.925 -0.221 -5.515 -0.6 0.4 2.8 -0.126
N 1.185 -0.533 -6.874 1.0 -1.2 -3.8 -0.308
O 0.571 0.072 -7.779 1.0 -0.9 2.1 0.086
O 2.037 -1.426 -7.109 -1.7 1.8 0.7 0.077
C -0.026 0.760 -5.168 0.5 -0.3 -0.4 0.032
C -0.260 1.056 -3.836 0.2 -0.5 0.7 0.014
C -2.914 3.574 -0.543 -0.7 0.6 -0.6 -0.461
C -3.853 2.732 -1.422 -0.1 -0.2 0.1 0.022
C -1.904 4.395 -1.360 0.2 0.0 0.2 0.020
H -5.064 6.054 0.464 0.2 -0.2 -0.1 0.105
H -3.882 6.243 -0.863 -0.2 0.0 0.1 0.098
H -5.237 5.096 -1.040 0.0 0.2 0.2 0.098
H -2.007 3.343 2.521 -0.2 -0.1 -0.3 0.161
H -4.498 1.703 1.787 0.3 -0.1 0.2 0.131
H -2.990 0.968 2.394 -0.2 0.2 0.0 0.125
H -6.109 1.614 3.515 0.1 0.2 0.2 0.115
H -6.851 2.347 5.792 0.3 0.0 -0.1 0.109
H -5.180 3.298 7.388 0.1 -0.1 -0.3 0.108
H -2.773 3.458 6.720 -0.3 -0.2 -0.1 0.109
H -2.054 2.647 4.481 -0.2 0.1 0.2 0.110
H -0.964 1.283 1.147 -0.2 0.2 -0.2 0.160
H -1.515 1.916 -1.821 0.4 -0.2 0.4 0.053
H 0.435 -0.118 -0.624 0.4 -0.1 -0.2 0.106
H 1.936 -1.147 -2.405 -0.2 0.0 -0.2 0.095
H 2.378 -1.633 -4.792 -0.1 0.2 0.1 0.131
H -0.560 1.281 -5.956 0.2 0.0 0.1 0.127
H -0.936 1.886 -3.620 0.1 -0.4 -0.1 0.109
H -4.655 2.311 -0.798 0.2 0.2 -0.2 0.106
H -4.285 3.379 -2.195 0.0 -0.2 0.2 0.096
H -3.337 1.901 -1.909 -0.2 0.2 0.0 0.077
H -1.432 5.134 -0.698 -0.1 -0.1 -0.2 0.112
H -1.117 3.773 -1.792 -0.1 0.3 0.0 0.072
H -2.435 4.911 -2.168 0.2 -0.1 0.2 0.099
```
Forces are in eV/Å.

C45H102O15S5 | wB97M-V/def2-TZVPD

Its relative energy (zero: lowest compared OMol25 entry of this formula, charge and spin) is 97.9 kcal/mol. Its total energy is -4895.03235 Eh. As for the structure (SMILES): CCOS(C)(=O)=O.CCOS(C)(=O)=O.CCOS(C)(=O)=O.CCOS(C)(=O)=O.CCOS(C)(=O)=O.c1ccccc1.CCCCCC.CCCCCC.CCCCCC.CCCCCC. For the HOMO energy, the calculation gives -0.3524 hartree. The value obtained for the HOMO-LUMO gap is 9.493 eV. The largest force on an atom is 0.0751 Eh/bohr.

XYZ file:
```
167
Properties=species:S:1:pos:R:3:forces:R:3:lowdin_charge:R:1
O -6.932 2.584 1.283 -0.8 -0.3 0.6 -0.282
S -7.857 1.518 1.540 -2.0 -1.9 1.2 0.657
O -7.841 0.696 2.772 0.3 1.9 -2.3 -0.309
O -9.399 2.121 1.372 1.9 0.5 0.0 -0.298
C -10.538 1.241 1.491 0.8 -0.9 0.1 -0.270
C -11.073 1.291 2.887 -0.6 1.1 0.9 -0.072
C -7.834 0.433 0.104 -0.3 1.1 -0.3 -0.115
H -10.219 0.214 1.309 0.1 0.0 -0.4 0.103
H -11.212 1.554 0.694 -0.1 0.0 0.2 0.128
H -10.269 1.594 3.558 0.1 -0.3 0.0 0.077
H -11.521 0.380 3.284 0.1 -0.1 -0.4 0.085
H -11.807 2.090 2.989 -0.2 0.0 0.0 0.076
H -8.505 0.895 -0.620 -0.1 0.1 0.1 0.072
H -8.223 -0.567 0.294 0.7 0.0 0.2 0.073
H -6.850 0.619 -0.327 0.2 -0.9 0.2 0.070
O -4.105 5.905 -4.164 1.3 -1.6 2.5 -0.294
S -3.832 4.998 -3.038 0.5 0.8 -0.6 0.630
O -4.726 3.909 -2.825 -0.5 -0.2 0.4 -0.297
O -2.349 4.341 -3.211 -0.2 0.4 0.1 -0.286
C -1.855 3.256 -2.307 -1.9 0.3 -0.1 -0.254
C -0.390 3.334 -2.194 0.4 0.0 -0.1 -0.075
C -3.571 5.930 -1.449 0.2 -0.2 -0.8 -0.101
H -2.193 2.288 -2.676 -0.2 0.3 -0.2 0.123
H -2.264 3.415 -1.309 -0.4 -0.1 -0.1 0.105
H 0.032 3.504 -3.184 0.3 0.3 0.3 0.091
H -0.031 2.365 -1.848 0.1 0.0 0.2 0.085
H -0.193 4.088 -1.432 0.8 0.1 -0.4 0.086
H -3.442 5.281 -0.583 -0.1 -0.5 -0.4 0.056
H -4.392 6.603 -1.199 0.0 0.0 -0.6 0.067
H -2.635 6.466 -1.604 -0.2 0.2 0.0 0.064
O -9.978 8.833 3.735 2.3 -2.5 -1.7 -0.305
S -8.971 7.991 3.037 0.1 0.9 0.1 0.713
O -8.124 8.557 1.986 -1.3 -0.7 1.4 -0.316
O -7.970 7.406 4.215 -2.2 1.6 -0.7 -0.277
C -6.712 6.912 3.861 1.2 -1.4 -0.6 -0.310
C -6.568 5.644 4.673 0.0 -0.5 1.7 -0.074
C -9.574 6.319 2.435 -0.2 1.1 0.6 -0.080
H -5.914 7.604 4.132 -0.2 0.2 0.2 0.125
H -6.577 6.754 2.791 -0.4 0.0 -0.2 0.109
H -7.345 4.881 4.687 -0.4 0.2 -1.2 0.075
H -6.705 5.971 5.704 0.5 0.1 0.3 0.077
H -5.639 5.075 4.640 0.2 0.5 -0.4 0.079
H -8.678 5.702 2.368 -0.1 0.0 0.2 0.053
H -10.075 6.304 1.467 0.2 0.7 0.0 0.068
H -10.292 5.995 3.189 0.3 -0.2 0.1 0.065
O -4.645 -9.562 -0.661 -1.1 2.0 -1.1 -0.289
S -5.349 -8.603 -1.506 0.1 1.1 0.7 0.691
O -6.726 -8.875 -1.880 1.8 0.3 -0.2 -0.290
O -5.362 -7.084 -0.772 0.8 -2.6 0.9 -0.301
C -5.760 -5.893 -1.403 1.1 1.3 -0.7 -0.265
C -4.687 -4.733 -1.192 -0.9 0.0 -0.5 -0.050
C -4.161 -8.096 -2.824 -1.3 -0.9 -0.5 -0.107
H -6.748 -5.625 -1.029 0.1 0.2 0.1 0.119
H -5.846 -6.056 -2.477 -0.1 0.0 -0.1 0.096
H -4.886 -3.911 -1.880 -0.7 0.0 -0.2 0.063
H -3.657 -4.929 -1.490 0.0 -0.9 0.4 0.064
H -4.703 -4.247 -0.217 0.0 -0.5 0.2 0.066
H -3.891 -8.985 -3.394 0.5 -0.2 0.6 0.068
H -3.356 -7.558 -2.325 -0.1 -0.3 -0.1 0.074
H -4.651 -7.524 -3.612 -0.2 0.5 0.5 0.060
O 5.946 -2.659 1.950 0.2 -1.0 -0.1 -0.277
S 7.267 -3.061 2.323 2.2 1.7 0.0 0.630
O 7.590 -3.865 3.484 -0.7 -0.5 -1.5 -0.293
O 8.086 -3.493 0.934 -0.8 -1.2 0.9 -0.298
C 9.131 -4.546 0.958 0.0 1.0 2.1 -0.215
C 10.513 -3.897 1.178 -0.7 0.0 -1.1 -0.067
C 8.236 -1.572 2.539 -1.4 -0.3 0.2 -0.123
H 9.002 -5.181 0.081 0.1 0.4 -0.1 0.120
H 8.977 -5.135 1.862 -0.4 -0.3 -0.2 0.098
H 10.617 -3.296 2.081 -0.4 -0.4 0.2 0.062
H 10.667 -3.178 0.373 0.5 -0.3 -0.2 0.079
H 11.244 -4.706 1.199 0.2 0.3 -0.2 0.081
H 8.155 -1.120 1.550 1.0 0.1 0.1 0.071
H 9.158 -1.937 2.991 0.2 0.6 -0.6 0.058
H 7.704 -0.914 3.226 0.0 -0.2 0.2 0.070
C -1.991 1.473 2.510 -0.6 -0.3 -0.7 -0.095
C -0.728 2.024 2.623 0.1 0.3 -0.1 -0.107
C 0.404 1.342 2.199 -0.5 -0.2 -0.4 -0.100
C 0.252 0.120 1.551 -0.7 0.0 0.3 -0.083
C -1.041 -0.440 1.446 0.8 -0.1 0.1 -0.096
C -2.159 0.201 1.959 1.1 0.1 0.3 -0.095
H -2.916 2.006 2.673 0.2 0.4 0.7 0.098
H -0.552 3.024 2.991 -0.4 0.1 0.2 0.097
H 1.344 1.856 2.336 0.3 -0.3 -0.1 0.099
H 1.112 -0.415 1.177 0.0 -0.1 -0.1 0.096
H -1.146 -1.410 0.985 0.0 -0.1 0.0 0.092
H -3.103 -0.322 2.014 -0.2 0.2 -0.3 0.099
C -0.636 -2.653 -4.750 -1.2 0.0 -0.5 -0.106
C -1.203 -3.558 -5.836 0.3 -1.0 -2.4 -0.269
C -0.543 -3.231 -7.238 0.4 0.3 1.1 -0.248
C -1.069 -4.032 -8.418 0.5 -0.2 0.5 -0.229
C -0.189 -4.053 -9.722 -1.1 1.4 0.8 -0.228
C -0.263 -2.734 -10.553 -0.1 -0.6 0.5 -0.114
H 0.361 -2.355 -5.076 0.0 0.1 0.4 0.069
H -0.613 -3.107 -3.759 0.1 0.0 -0.1 0.065
H -1.305 -1.793 -4.720 0.4 0.4 0.3 0.070
H -1.055 -4.620 -5.641 0.6 -0.1 0.2 0.093
H -2.252 -3.594 -6.127 -0.6 0.9 1.0 0.096
H 0.513 -3.447 -7.079 0.3 0.1 -0.3 0.104
H -0.633 -2.158 -7.410 0.0 0.2 0.0 0.108
H -1.132 -5.012 -7.944 0.0 -0.6 -0.7 0.098
H -2.106 -3.746 -8.591 -0.1 0.1 -0.4 0.107
H 0.857 -4.169 -9.437 0.0 -0.6 -0.1 0.097
H -0.592 -4.857 -10.338 0.5 -0.2 0.0 0.095
H 0.185 -1.874 -10.057 0.0 -0.1 0.2 0.063
H 0.290 -2.877 -11.482 -0.2 0.1 -0.1 0.062
H -1.306 -2.480 -10.744 0.0 0.0 -0.3 0.066
C 5.101 0.177 -2.786 0.9 -0.3 -0.2 -0.108
C 6.243 -0.894 -2.971 -1.4 0.3 1.3 -0.249
C 5.702 -2.232 -3.439 0.0 1.0 -1.0 -0.259
C 6.709 -3.285 -3.854 0.4 0.0 1.0 -0.235
C 5.933 -4.520 -4.219 -2.0 -0.7 -1.1 -0.301
C 6.634 -5.739 -4.802 0.8 0.7 0.5 -0.105
H 5.575 1.073 -2.384 -0.1 0.2 -0.1 0.059
H 4.310 -0.084 -2.084 0.2 -0.4 0.1 0.063
H 4.599 0.430 -3.721 0.2 0.0 -0.2 0.063
H 7.003 -0.482 -3.635 0.1 -0.1 0.1 0.107
H 6.623 -1.057 -1.962 0.6 0.2 0.0 0.097
H 5.216 -1.959 -4.375 -0.7 -0.3 -0.1 0.111
H 4.963 -2.611 -2.733 0.0 0.0 0.0 0.120
H 7.270 -2.843 -4.677 0.2 -0.4 -0.2 0.118
H 7.409 -3.495 -3.045 0.2 0.0 0.1 0.112
H 5.228 -4.795 -3.434 0.2 0.0 0.4 0.107
H 5.263 -4.161 -4.999 -0.3 0.0 -0.3 0.103
H 6.112 -6.537 -5.331 -0.8 0.6 0.0 0.067
H 7.284 -5.220 -5.507 0.8 -0.9 -0.1 0.070
H 7.130 -6.275 -3.992 0.7 0.2 -0.2 0.066
C -1.129 -6.550 2.343 0.2 0.2 -0.6 -0.136
C -1.275 -5.491 3.373 1.3 1.5 0.4 -0.270
C 0.088 -4.803 3.694 0.2 -0.5 0.4 -0.224
C 0.173 -4.127 5.008 -0.9 1.6 1.1 -0.286
C 1.520 -3.649 5.471 0.6 -0.1 0.3 -0.278
C 1.365 -2.593 6.576 1.1 0.0 0.0 -0.115
H -0.665 -6.205 1.419 -0.3 0.2 -0.2 0.071
H -2.147 -6.903 2.180 0.4 -0.9 -0.4 0.076
H -0.390 -7.230 2.768 -0.5 -0.8 -0.2 0.078
H -1.925 -4.664 3.086 -0.4 -0.2 -0.2 0.105
H -1.758 -6.024 4.192 0.3 0.5 0.7 0.108
H 0.364 -4.018 2.990 -0.2 -0.3 -0.7 0.114
H 0.955 -5.459 3.771 -0.2 -0.8 -0.8 0.112
H -0.332 -3.162 4.975 -1.0 -0.2 -0.1 0.107
H -0.279 -4.729 5.797 -0.1 0.0 0.1 0.122
H 2.122 -4.503 5.780 0.2 0.0 0.4 0.107
H 2.104 -3.216 4.659 -0.2 0.2 -0.3 0.108
H 0.875 -1.680 6.238 -0.4 -0.2 -0.2 0.069
H 0.905 -2.955 7.495 -0.2 -0.1 -0.2 0.072
H 2.355 -2.233 6.855 0.2 -0.1 0.2 0.062
C 4.613 6.681 3.306 -0.5 0.4 -0.3 -0.114
C 5.057 8.015 3.910 -0.3 0.6 0.1 -0.281
C 6.486 8.361 3.557 0.2 -0.2 0.9 -0.251
C 7.080 9.666 4.103 -1.4 0.1 -0.8 -0.236
C 8.485 9.908 3.588 0.6 -0.5 1.0 -0.259
C 9.449 8.690 3.657 -0.6 0.6 -0.6 -0.105
H 4.570 6.765 2.220 0.1 0.1 -0.2 0.067
H 3.589 6.446 3.596 0.0 -0.1 0.2 0.064
H 5.249 5.819 3.504 0.1 0.2 0.4 0.071
H 4.428 8.841 3.579 -0.4 -0.1 -0.5 0.105
H 4.895 8.069 4.987 0.3 -0.4 0.3 0.105
H 6.606 8.270 2.478 0.2 0.1 -0.1 0.121
H 7.070 7.584 4.050 0.3 -0.3 -0.4 0.103
H 6.525 10.548 3.782 -0.4 0.0 -0.5 0.104
H 6.880 9.738 5.172 0.8 -0.4 0.4 0.111
H 8.407 10.258 2.558 0.1 0.0 0.0 0.105
H 8.860 10.721 4.209 0.4 0.2 -0.3 0.099
H 10.328 8.898 3.047 0.2 0.1 0.3 0.064
H 9.717 8.419 4.678 0.1 0.0 -0.1 0.074
H 8.975 7.840 3.166 0.0 -0.1 0.2 0.053
```
Forces are in eV/Å.

C11H16Br2F6O7PS | wB97M-V/def2-TZVPD

Its total energy is -7442.03059 Eh. For the HOMO energy, the calculation gives -0.4832 hartree. The value obtained for the HOMO-LUMO gap is 9.092 eV. The largest force on an atom is 0.0484 Eh/bohr. As for the total charge: +1.

XYZ file:
```
44
Properties=species:S:1:pos:R:3:forces:R:3:lowdin_charge:R:1
C 6.105 1.319 1.184 0.1 -0.3 0.0 -0.119
C 4.790 0.655 1.115 -0.6 -0.3 -0.1 -0.808
Br 4.624 -0.588 -0.293 0.0 0.0 0.0 0.874
C 3.741 0.879 1.925 0.4 0.2 0.1 -1.073
Br 3.763 2.174 3.285 -0.2 0.0 0.0 0.833
S 2.286 -0.078 1.712 0.6 -0.7 -0.1 0.929
P 0.779 1.050 0.631 -2.0 0.2 -1.5 0.245
O 0.225 0.085 -0.299 0.5 -0.5 0.1 -0.231
O 1.473 2.282 -0.017 0.6 0.1 0.7 -0.062
O -0.260 1.625 1.651 0.5 0.0 0.6 -0.094
H 6.861 0.540 1.221 0.2 -0.1 -0.1 0.098
H 6.258 1.879 0.269 0.1 0.2 -0.1 0.103
H 6.212 1.938 2.060 0.0 0.3 0.1 0.054
H 1.819 -0.177 2.974 -0.1 0.4 0.0 0.013
H 1.367 3.088 0.510 0.1 0.3 -0.2 0.120
H -1.069 1.089 1.609 -0.4 0.1 0.1 0.084
C 0.240 -3.083 -3.001 0.1 -0.2 -0.2 -0.050
C 0.911 -3.405 -1.685 -0.3 0.4 0.0 -0.202
O 1.484 -4.727 -1.694 0.0 -0.1 0.1 0.037
C 2.677 -4.843 -2.254 -0.3 0.1 0.1 -0.404
O 3.323 -3.966 -2.742 0.3 0.2 -0.1 0.164
C 3.162 -6.299 -2.148 0.0 0.0 -0.1 -0.565
F 2.190 -7.154 -2.454 -0.1 -0.1 0.0 0.180
F 3.558 -6.543 -0.893 0.0 0.0 0.2 0.169
F 4.184 -6.506 -2.959 0.2 0.0 -0.1 0.186
H -0.502 -3.842 -3.245 -0.1 0.0 0.1 0.088
H -0.253 -2.113 -2.942 0.0 0.0 0.0 0.081
H 0.965 -3.053 -3.814 0.0 0.1 0.0 0.082
H 0.183 -3.415 -0.877 0.0 -0.2 0.0 0.124
H 1.679 -2.672 -1.438 0.1 -0.1 -0.1 0.107
C -6.607 4.578 0.343 0.1 -0.2 -0.2 -0.053
C -5.769 4.252 1.559 -0.3 0.5 0.0 -0.182
O -5.344 2.869 1.544 0.0 -0.1 0.1 0.045
C -4.283 2.591 0.821 -0.2 0.2 0.2 -0.417
O -3.614 3.343 0.179 0.3 0.0 -0.1 0.171
C -3.957 1.092 0.946 -0.2 -0.2 -0.2 -0.547
F -5.036 0.332 0.861 -0.1 -0.1 0.0 0.198
F -3.361 0.847 2.135 0.2 0.1 0.2 0.146
F -3.095 0.718 0.004 0.2 0.0 -0.1 0.167
H -7.453 3.895 0.270 -0.1 0.0 0.1 0.087
H -6.984 5.596 0.412 0.0 0.0 0.0 0.087
H -6.025 4.486 -0.573 0.0 0.1 0.0 0.080
H -6.351 4.361 2.470 0.0 -0.2 0.0 0.128
H -4.899 4.902 1.637 0.1 -0.1 -0.1 0.125
```
Forces are in eV/Å.